{"formula": "C39H146O34", "method": "ωB97M-V/def2-TZVPD", "species": ["C", "C", "C", "O", "H", "H", "H", "H", "H", "H", "H", "H", "C", "C", "C", "O", "H", "H", "H", "H", "H", "H", "H", "H", "C", "C", "C", "O", "H", "H", "H", "H", "H", "H", "H", "H", "C", "C", "C", "O", "H", "H", "H", "H", "H", "H", "H", "H", "C", "C", "C", "O", "H", "H", "H", "H", "H", "H", "H", "H", "C", "C", "C", "O", "H", "H", "H", "H", "H", "H", "H", "H", "C", "C", "C", "O", "H", "H", "H", "H", "H", "H", "H", "H", "C", "C", "C", "O", "H", "H", "H", "H", "H", "H", "H", "H", "C", "C", "C", "O", "H", "H", "H", "H", "H", "H", "H", "H", "C", "C", "C", "O", "H", "H", "H", "H", "H", "H", "H", "H", "C", "C", "C", "O", "H", "H", "H", "H", "H", "H", "H", "H", "C", "C", "C", "O", "H", "H", "H", "H", "H", "H", "H", "H", "C", "C", "C", "O", "H", "H", "H", "H", "H", "H", "H", "H", "O", "H", "H", "O", "H", "H", "O", "H", "H", "O", "H", "H", "O", "H", "H", "O", "H", "H", "O", "H", "H", "O", "H", "H", "O", "H", "H", "O", "H", "H", "O", "H", "H", "O", "H", "H", "O", "H", "H", "O", "H", "H", "O", "H", "H", "O", "H", "H", "O", "H", "H", "O", "H", "H", "O", "H", "H", "O", "H", "H", "O", "H", "H"], "xyz": [[-10.082, 18.363, 22.096], [-8.712, 17.755, 21.938], [-8.405, 16.415, 22.588], [-8.552, 17.301, 20.614], [-10.813, 17.674, 21.674], [-10.291, 19.343, 21.667], [-10.253, 18.472, 23.167], [-7.920, 18.465, 22.181], [-8.621, 16.535, 23.649], [-7.362, 16.102, 22.535], [-9.089, 15.645, 22.232], [-7.613, 17.262, 20.419], [-4.175, 15.974, 16.425], [-4.012, 14.482, 16.704], [-3.076, 14.101, 17.906], [-5.277, 14.002, 16.985], [-3.228, 16.323, 16.012], [-4.376, 16.609, 17.287], [-5.034, 16.183, 15.787], [-3.677, 13.910, 15.839], [-2.039, 14.324, 17.657], [-3.102, 13.016, 18.011], [-3.279, 14.615, 18.846], [-5.669, 13.929, 16.112], [-11.354, 9.756, 27.965], [-12.116, 10.375, 29.120], [-13.060, 9.340, 29.847], [-11.133, 10.781, 30.173], [-11.993, 9.372, 27.169], [-10.773, 8.914, 28.340], [-10.602, 10.480, 27.653], [-12.668, 11.277, 28.853], [-13.775, 8.912, 29.144], [-13.631, 9.749, 30.681], [-12.395, 8.634, 30.344], [-10.494, 11.318, 29.698], [-6.652, 5.007, 22.391], [-5.642, 5.819, 23.190], [-4.422, 6.291, 22.374], [-6.266, 6.932, 23.611], [-7.006, 5.477, 21.473], [-7.531, 4.755, 22.984], [-6.277, 4.003, 22.190], [-5.250, 5.306, 24.068], [-3.799, 6.966, 22.961], [-4.727, 6.660, 21.395], [-3.755, 5.449, 22.189], [-7.004, 6.663, 24.163], [-3.999, 9.015, 28.579], [-4.536, 8.629, 29.925], [-4.838, 7.146, 29.872], [-3.543, 8.830, 30.917], [-3.784, 10.082, 28.633], [-4.722, 8.695, 27.828], [-3.013, 8.627, 28.326], [-5.388, 9.222, 30.256], [-4.011, 6.476, 29.638], [-5.550, 6.894, 29.087], [-5.267, 6.736, 30.787], [-3.913, 8.381, 31.681], [-7.805, 18.953, 25.418], [-6.258, 18.814, 25.349], [-5.775, 19.229, 26.727], [-5.879, 17.413, 25.240], [-8.118, 19.973, 25.639], [-8.421, 18.248, 25.977], [-8.100, 18.743, 24.390], [-5.751, 19.378, 24.567], [-6.121, 18.713, 27.623], [-6.116, 20.245, 26.925], [-4.687, 19.203, 26.776], [-4.932, 17.330, 25.370], [-8.888, 5.787, 27.238], [-8.814, 6.963, 26.291], [-7.676, 8.005, 26.575], [-8.710, 6.442, 25.008], [-8.971, 6.081, 28.285], [-7.962, 5.227, 27.104], [-9.771, 5.227, 26.930], [-9.677, 7.629, 26.282], [-7.627, 8.745, 25.776], [-6.762, 7.421, 26.464], [-7.614, 8.454, 27.565], [-9.556, 6.015, 24.860], [-0.977, 15.730, 20.857], [-1.153, 14.267, 21.071], [-0.302, 13.657, 22.156], [-2.503, 13.985, 21.383], [-1.182, 16.287, 21.772], [-1.622, 16.042, 20.036], [0.048, 15.859, 20.509], [-1.003, 13.708, 20.147], [-0.571, 12.609, 22.288], [-0.478, 14.205, 23.081], [0.723, 13.732, 21.794], [-2.830, 14.745, 21.870], [-3.504, 9.142, 25.196], [-2.243, 9.970, 24.865], [-1.685, 9.708, 23.480], [-2.495, 11.381, 24.895], [-4.076, 9.624, 25.989], [-3.133, 8.179, 25.546], [-4.183, 9.067, 24.347], [-1.518, 9.731, 25.642], [-1.051, 10.544, 23.184], [-2.441, 9.745, 22.696], [-1.242, 8.717, 23.383], [-3.172, 11.515, 24.228], [-7.615, 13.131, 23.285], [-6.507, 13.334, 24.307], [-6.211, 12.176, 25.309], [-5.395, 13.580, 23.520], [-8.562, 13.626, 23.501], [-7.855, 12.070, 23.220], [-7.351, 13.427, 22.270], [-6.697, 14.246, 24.873], [-7.060, 11.774, 25.862], [-5.543, 12.524, 26.097], [-5.839, 11.319, 24.748], [-5.164, 12.777, 23.046], [-7.788, 13.322, 30.367], [-7.931, 12.587, 29.056], [-7.657, 11.110, 29.196], [-9.273, 12.758, 28.617], [-6.802, 13.193, 30.811], [-8.575, 13.077, 31.080], [-7.900, 14.390, 30.177], [-7.267, 13.026, 28.312], [-8.316, 10.776, 29.997], [-6.651, 10.824, 29.505], [-7.957, 10.534, 28.320], [-9.314, 13.595, 28.149], [-11.525, 10.035, 23.801], [-10.378, 10.237, 22.854], [-9.062, 9.742, 23.460], [-10.570, 9.372, 21.814], [-11.784, 8.979, 23.869], [-12.321, 10.671, 23.413], [-11.173, 10.448, 24.746], [-10.308, 11.292, 22.593], [-8.285, 10.011, 22.745], [-8.986, 8.664, 23.602], [-8.734, 10.225, 24.381], [-9.835, 9.461, 21.203], [-11.789, 13.764, 25.486], [-12.480, 15.060, 25.087], [-11.457, 16.137, 24.750], [-13.390, 14.778, 24.061], [-11.084, 14.036, 26.272], [-11.218, 13.361, 24.649], [-12.592, 13.072, 25.741], [-13.013, 15.507, 25.926], [-10.811, 15.780, 23.948], [-10.840, 16.470, 25.584], [-11.991, 17.041, 24.454], [-12.869, 14.320, 23.398], [-9.644, 15.396, 28.135], [-8.802, 15.524, 27.698], [-9.999, 16.279, 28.237], [-3.159, 17.050, 25.458], [-3.052, 16.099, 25.437], [-2.529, 17.348, 26.113], [-2.072, 16.114, 28.220], [-2.313, 15.189, 28.274], [-2.396, 16.494, 29.037], [-2.571, 11.163, 20.535], [-1.790, 10.942, 20.027], [-2.349, 11.987, 20.969], [-7.288, 16.019, 27.033], [-6.808, 16.501, 26.359], [-6.613, 15.531, 27.506], [-10.428, 15.392, 19.596], [-9.879, 16.074, 19.983], [-9.824, 14.866, 19.073], [-5.487, 13.899, 20.183], [-5.199, 13.999, 19.276], [-4.711, 13.587, 20.648], [-8.593, 9.681, 19.914], [-8.889, 9.546, 19.014], [-8.371, 10.611, 19.957], [-10.768, 12.296, 19.965], [-9.835, 12.503, 20.024], [-10.931, 12.186, 19.028], [-8.298, 14.450, 18.037], [-8.688, 13.965, 17.309], [-7.746, 15.110, 17.618], [-3.769, 15.905, 22.896], [-4.330, 15.240, 23.295], [-3.362, 16.353, 23.638], [-8.031, 12.645, 20.001], [-7.925, 13.051, 19.141], [-7.264, 12.931, 20.498], [-4.450, 11.120, 22.410], [-3.697, 10.882, 21.869], [-5.139, 10.511, 22.145], [-5.131, 15.221, 28.359], [-4.560, 14.467, 28.503], [-4.989, 15.779, 29.124], [-3.366, 13.130, 28.928], [-3.353, 12.648, 29.755], [-2.562, 12.862, 28.482], [-1.293, 12.324, 27.297], [-1.699, 11.887, 26.549], [-0.387, 12.471, 27.026], [-6.000, 9.042, 21.718], [-6.831, 9.159, 21.256], [-6.171, 8.337, 22.343], [-5.806, 16.814, 20.234], [-4.895, 17.015, 20.449], [-5.923, 15.905, 20.512], [-4.870, 10.183, 19.453], [-4.040, 10.562, 19.741], [-5.064, 9.508, 20.104], [-3.041, 14.303, 25.253], [-2.337, 13.666, 25.373], [-3.760, 13.799, 24.874], [-12.089, 14.226, 21.562], [-11.661, 13.466, 21.167], [-11.629, 14.980, 21.193]], "homo_ev": -8.6, "multiplicity": 1}



{"formula": "C39H24Cl2F15GeNORuSSb2", "method": "ωB97M-V/def2-TZVPD", "species": ["Ru", "C", "Sb", "C", "C", "C", "C", "C", "C", "C", "C", "C", "Sb", "C", "C", "H", "H", "H", "H", "H", "H", "H", "H", "H", "H", "H", "H", "H", "H", "H", "H", "H", "H", "H", "H", "Cl", "C", "C", "C", "Cl", "C", "C", "C", "C", "N", "C", "C", "O", "H", "H", "H", "H", "F", "C", "C", "C", "F", "C", "F", "C", "F", "C", "F", "Ge", "S", "C", "C", "F", "C", "F", "C", "F", "C", "F", "C", "F", "C", "C", "F", "C", "F", "C", "F", "C", "F", "C", "F"], "xyz": [[0.108, 0.319, 0.118], [-0.907, -1.970, 3.014], [0.035, -0.081, 2.677], [-0.718, 1.016, 4.340], [1.978, -0.618, 3.590], [2.918, 0.528, 3.635], [2.826, 1.440, 4.692], [3.668, 2.530, 4.785], [4.639, 2.732, 3.812], [4.750, 1.840, 2.763], [3.907, 0.732, 2.655], [4.083, -0.208, 1.515], [2.685, 0.231, -0.104], [3.552, -1.042, -1.590], [3.498, 2.136, -0.644], [-0.663, -2.314, 4.017], [-0.562, -2.685, 2.272], [-1.985, -1.854, 2.918], [-0.596, 0.382, 5.217], [-1.774, 1.227, 4.181], [-0.173, 1.947, 4.461], [2.324, -1.483, 3.029], [1.668, -0.925, 4.588], [2.082, 1.267, 5.462], [3.579, 3.220, 5.614], [5.315, 3.574, 3.884], [5.524, 1.982, 2.017], [3.952, -1.256, 1.780], [5.051, -0.082, 1.033], [4.607, -0.793, -1.684], [3.060, -0.907, -2.552], [3.451, -2.078, -1.274], [4.580, 2.042, -0.708], [3.230, 2.863, 0.119], [3.107, 2.457, -1.608], [-2.870, -3.847, -0.300], [-2.216, -2.906, -1.550], [-2.499, -3.190, -2.874], [-1.982, -2.421, -3.906], [-2.363, -2.827, -5.509], [-1.139, -1.289, -3.640], [-0.602, -0.439, -4.619], [0.152, 0.642, -4.228], [0.388, 0.858, -2.872], [-0.082, 0.048, -1.930], [-0.845, -1.005, -2.298], [-1.364, -1.809, -1.211], [-1.062, -1.516, -0.022], [-3.139, -4.033, -3.101], [-0.792, -0.636, -5.665], [0.561, 1.333, -4.952], [0.957, 1.713, -2.533], [-1.247, 3.622, 2.940], [-1.112, 4.876, 2.467], [-1.683, 5.179, 1.244], [-1.521, 6.467, 0.766], [-2.015, 6.792, -0.431], [-0.834, 7.427, 1.493], [-0.691, 8.656, 1.022], [-0.279, 7.088, 2.719], [0.390, 7.988, 3.411], [-0.414, 5.798, 3.214], [0.129, 5.454, 4.378], [-2.559, 3.694, 0.292], [-0.754, 2.402, 0.044], [-3.269, 4.217, -1.455], [-2.866, 3.750, -2.689], [-1.902, 2.812, -2.765], [-3.435, 4.223, -3.857], [-3.033, 3.757, -5.035], [-4.429, 5.188, -3.788], [-4.969, 5.648, -4.897], [-4.862, 5.670, -2.557], [-5.813, 6.584, -2.496], [-4.275, 5.170, -1.411], [-4.662, 5.614, -0.207], [-4.053, 2.905, 1.293], [-4.720, 1.851, 0.691], [-4.190, 1.338, -0.438], [-5.880, 1.317, 1.211], [-6.492, 0.302, 0.615], [-6.396, 1.861, 2.381], [-7.504, 1.370, 2.896], [-5.747, 2.914, 3.013], [-6.240, 3.420, 4.132], [-4.584, 3.427, 2.463], [-3.985, 4.450, 3.072]], "charge": 2, "relative_energy_kj_mol": 79.2, "homo_ev": [-13.1, -13.2], "s2": 6.05, "multiplicity": 5}



{"formula": "C39H26BrFeGeN4O4S2", "method": "ωB97M-V/def2-TZVPD", "species": ["Fe", "O", "C", "C", "C", "C", "C", "C", "C", "O", "N", "O", "O", "H", "H", "H", "H", "S", "C", "C", "C", "C", "N", "C", "C", "C", "S", "C", "N", "H", "H", "C", "Ge", "C", "C", "C", "C", "C", "C", "C", "C", "C", "C", "C", "C", "C", "C", "C", "C", "C", "C", "H", "H", "H", "H", "H", "H", "H", "H", "H", "H", "H", "H", "H", "H", "H", "H", "Br", "C", "C", "C", "N", "C", "C", "H", "H", "H", "H"], "xyz": [[1.023, -1.275, -0.055], [1.450, -3.117, 0.728], [0.896, -4.184, 0.608], [-0.220, -4.482, -0.286], [-0.695, -5.776, -0.298], [-1.706, -6.151, -1.149], [-2.281, -5.211, -2.039], [-1.844, -3.928, -2.047], [-0.792, -3.467, -1.154], [-0.433, -2.275, -1.170], [-2.175, -7.525, -1.143], [-3.104, -7.818, -1.885], [-1.629, -8.334, -0.406], [1.269, -5.041, 1.205], [-0.268, -6.512, 0.374], [-3.066, -5.541, -2.706], [-2.271, -3.192, -2.716], [3.157, -0.424, 0.834], [2.722, 0.328, 2.332], [3.688, 1.001, 3.094], [3.383, 1.659, 4.278], [4.435, 2.324, 5.020], [5.278, 2.842, 5.611], [2.064, 1.654, 4.738], [1.098, 0.974, 4.013], [1.385, 0.298, 2.820], [0.095, -0.518, 2.001], [1.692, 2.344, 5.954], [1.391, 2.887, 6.925], [4.710, 1.013, 2.734], [0.077, 0.965, 4.375], [0.474, 0.331, -0.971], [-0.790, 1.615, -0.341], [-0.100, 2.888, 0.961], [1.289, 3.017, 1.050], [1.871, 3.915, 1.941], [1.075, 4.703, 2.762], [-0.310, 4.603, 2.674], [-0.888, 3.706, 1.779], [-1.434, 2.784, -1.838], [-1.003, 2.604, -3.155], [-1.503, 3.381, -4.201], [-2.454, 4.362, -3.948], [-2.897, 4.562, -2.644], [-2.392, 3.781, -1.610], [-2.487, 0.794, 0.216], [-3.048, -0.133, -0.667], [-4.247, -0.776, -0.375], [-4.913, -0.501, 0.813], [-4.364, 0.407, 1.711], [-3.160, 1.042, 1.415], [0.451, 0.231, -2.074], [1.921, 2.374, 0.443], [2.951, 3.977, 2.012], [1.528, 5.379, 3.478], [-0.939, 5.216, 3.308], [-1.971, 3.644, 1.734], [-0.264, 1.838, -3.368], [-1.149, 3.221, -5.214], [-2.849, 4.965, -4.759], [-3.636, 5.329, -2.435], [-2.758, 3.948, -0.600], [-2.519, -0.377, -1.584], [-4.654, -1.503, -1.070], [-5.844, -1.006, 1.047], [-4.862, 0.605, 2.654], [-2.723, 1.706, 2.150], [5.721, -2.150, -4.946], [4.356, -1.946, -3.647], [3.681, -3.058, -3.197], [2.692, -2.850, -2.241], [2.381, -1.656, -1.764], [3.038, -0.596, -2.213], [4.051, -0.695, -3.169], [3.905, -4.049, -3.565], [2.125, -3.688, -1.847], [2.739, 0.354, -1.784], [4.574, 0.187, -3.510]], "charge": -2, "relative_energy_kj_mol": 59.7, "homo_ev": [-1.7, -1.6], "s2": 0.89, "multiplicity": 2}



{"formula": "C39H27N4O6PrS", "method": "ωB97M-V/def2-TZVPD", "species": ["Pr", "C", "C", "N", "C", "C", "C", "C", "C", "C", "C", "N", "C", "C", "C", "C", "C", "C", "C", "C", "N", "C", "H", "H", "H", "H", "H", "H", "H", "H", "H", "H", "H", "H", "O", "C", "C", "O", "O", "C", "C", "C", "C", "C", "C", "C", "C", "C", "C", "C", "C", "H", "H", "H", "H", "H", "H", "H", "H", "H", "H", "H", "O", "S", "O", "N", "C", "O", "C", "C", "C", "C", "C", "C", "H", "H", "H", "H"], "xyz": [[-0.379, -0.322, -0.536], [-2.948, 3.346, 0.290], [-1.775, 2.779, -0.182], [-1.067, 1.883, 0.496], [-1.450, 1.552, 1.767], [-2.569, 2.166, 2.369], [-3.348, 3.035, 1.574], [-2.857, 1.916, 3.734], [-2.010, 1.106, 4.456], [-0.918, 0.462, 3.865], [-0.630, 0.591, 2.499], [0.311, -0.031, 1.732], [1.328, -0.872, 2.089], [1.560, -1.524, 3.310], [2.677, -2.340, 3.516], [3.608, -2.554, 2.527], [3.408, -1.968, 1.251], [4.278, -2.212, 0.167], [4.021, -1.657, -1.066], [2.896, -0.860, -1.205], [2.052, -0.608, -0.211], [2.280, -1.154, 1.023], [-3.520, 4.013, -0.346], [-1.392, 3.063, -1.155], [-4.251, 3.465, 1.999], [-3.721, 2.386, 4.196], [-2.193, 0.945, 5.513], [-0.302, -0.151, 4.503], [0.863, -1.421, 4.124], [2.799, -2.816, 4.485], [4.484, -3.171, 2.700], [5.138, -2.857, 0.321], [4.656, -1.848, -1.924], [2.661, -0.422, -2.164], [-1.280, -2.253, 0.484], [-1.211, -3.398, -0.473], [-0.072, -3.110, -1.541], [0.559, -4.049, -1.943], [0.053, -1.855, -1.910], [-0.799, -4.660, 0.274], [0.105, -4.576, 1.335], [0.556, -5.729, 1.968], [0.111, -6.975, 1.541], [-0.782, -7.058, 0.480], [-1.235, -5.907, -0.149], [-2.571, -3.480, -1.160], [-2.771, -3.073, -2.475], [-4.050, -3.071, -3.025], [-5.135, -3.482, -2.267], [-4.944, -3.894, -0.951], [-3.669, -3.893, -0.403], [-1.960, -2.482, 1.106], [0.469, -3.610, 1.661], [1.263, -5.651, 2.790], [0.464, -7.878, 2.028], [-1.124, -8.027, 0.134], [-1.921, -5.984, -0.986], [-1.937, -2.747, -3.084], [-4.191, -2.724, -4.045], [-6.132, -3.488, -2.700], [-5.790, -4.213, -0.350], [-3.522, -4.237, 0.619], [-3.274, 2.290, -5.500], [-2.601, 1.078, -5.141], [-2.612, -0.023, -6.059], [-3.071, 0.576, -3.662], [-2.088, 0.620, -2.810], [-2.160, 0.230, -1.588], [-0.793, 1.208, -3.341], [0.398, 1.546, -2.687], [1.421, 2.129, -3.419], [1.266, 2.379, -4.777], [0.075, 2.066, -5.425], [-0.927, 1.483, -4.681], [0.543, 1.456, -1.620], [2.344, 2.405, -2.920], [2.075, 2.845, -5.327], [-0.070, 2.284, -6.479]], "relative_energy_kj_mol": 180.2, "homo_ev": [-7.2, -7.2], "s2": 2.00, "multiplicity": 3}